No. 1
Density functional theory data (ωB97M-V/def2-TZVPD) for a gas-phase ion, C5H15N2O (charge +1) at a distorted geometry.

Output
HOMO-LUMO gap: 8.6 eV
strongest force on any atom: 1.2 eV/A
relative energy (zero: lowest compared OMol25 entry of this formula, charge and spin): 45.6 kcal per mole
SMILES string: CN(CC[NH3+])CCO
net charge: +1

XYZ file:
```
23
Properties=species:S:1:pos:R:3:forces:R:3
C 0.400576 1.449398 -0.920299 -0.33 0.60 -0.16
N 0.420586 0.264296 -0.083761 0.07 -0.37 -0.29
C -0.782517 -0.511969 -0.288686 -0.16 0.62 0.05
C -1.925916 0.068580 0.541195 0.25 0.41 0.16
N -3.175501 -0.748390 0.301660 0.03 0.07 -0.01
C 1.634012 -0.537456 -0.354328 -0.27 1.10 0.37
C 2.870357 0.047813 0.337035 -0.24 -0.40 0.43
O 2.639613 0.448603 1.671561 -0.09 0.01 0.11
H 0.466360 1.225397 -1.991737 -0.08 -0.26 -0.13
H -0.517376 2.023745 -0.765316 0.07 -0.06 0.03
H 1.208760 2.141868 -0.718410 0.24 -0.10 0.37
H -0.613671 -1.522617 0.064396 0.07 -0.35 -0.09
H -1.098785 -0.524365 -1.350910 0.07 -0.25 0.06
H -1.700721 0.066822 1.607822 0.00 -0.23 -0.10
H -2.165794 1.096818 0.267278 -0.01 -0.13 -0.03
H -3.849849 -0.650154 1.061147 -0.05 0.05 -0.03
H -2.945982 -1.740050 0.210647 -0.02 -0.03 0.03
H -3.620701 -0.450956 -0.567147 -0.09 -0.11 -0.01
H 1.830062 -0.509722 -1.431088 0.06 -0.54 -0.15
H 1.448613 -1.540918 0.011036 0.09 -0.26 -0.09
H 3.636542 -0.735414 0.295020 0.18 0.31 -0.19
H 3.210902 0.950523 -0.155351 0.16 -0.01 -0.30
H 2.630419 -0.311858 2.258243 0.03 -0.07 -0.02
```
Forces are in eV/Å.

Results of the Mulliken charge analysis, in e, for atoms 1 through 8: -1.095, 0.150, -0.650, -0.564, -0.258, -0.628, -0.686, -0.505


No. 2
Density functional theory data (ωB97M-V/def2-TZVPD) for a gas-phase ion, C5H15N2O (charge +1) at a distorted geometry.

Output
HOMO-LUMO gap: 9.2 eV
strongest force on any atom: 3.4 eV/A
relative energy (zero: lowest compared OMol25 entry of this formula, charge and spin): 48.9 kcal per mole
SMILES string: CNCC[C@@H]([NH3+])CO
net charge: +1

XYZ file:
```
23
Properties=species:S:1:pos:R:3:forces:R:3
C -3.413716 0.338594 0.980220 1.08 -0.15 -1.00
N -1.913290 0.434041 0.840788 -0.26 -0.90 1.44
C -1.353616 -0.672146 0.105755 0.14 -0.71 -3.36
C -0.170678 -0.219929 -0.796696 -0.87 2.09 0.61
C 1.099817 0.175399 -0.073395 0.18 -1.13 -0.17
N 1.898998 -1.144313 0.136196 0.42 0.50 2.15
C 2.032041 1.119655 -0.870966 -0.37 0.06 0.74
O 3.356185 0.702993 -0.627628 0.47 -0.42 0.35
H -3.701925 0.805707 1.932000 -0.24 0.18 -0.78
H -3.747146 -0.695615 0.959928 0.01 -0.30 0.43
H -3.800570 0.740194 0.025292 -0.30 0.45 0.94
H -1.547627 0.364766 1.787753 -0.02 0.33 -0.05
H -2.091773 -0.972423 -0.714346 0.59 0.10 1.37
H -0.999471 -1.620383 0.562048 -0.78 0.41 0.71
H -0.511170 0.730190 -1.223400 -0.13 0.00 -0.09
H -0.048444 -0.847716 -1.661942 0.52 -0.64 -0.19
H 0.853817 0.647479 0.901810 0.36 -0.80 -0.33
H 2.769476 -0.919455 0.637093 0.29 0.32 -0.86
H 1.504360 -1.786224 0.832573 -0.81 -0.02 -0.67
H 2.126136 -1.635037 -0.728213 -0.09 0.13 0.00
H 1.824152 2.125267 -0.420834 0.17 -0.57 -1.16
H 1.786847 0.956991 -1.928733 0.07 0.77 0.10
H 4.047598 1.371966 -0.655303 -0.43 0.31 -0.19
```
Forces are in eV/Å.

Results of the Mulliken charge analysis, in e, for atoms 1 through 8: -0.893, -0.353, -0.500, -1.112, 0.241, -0.339, -0.589, -0.549


No. 3
Density functional theory data (ωB97M-V/def2-TZVPD) for 2 unconnected molecules or ions with the total composition C5H15N2O.

Output
HOMO-LUMO gap (spin up / spin down): 7.5 / 7.5 eV
strongest force on any atom: 0.8 eV/A
relative energy (zero: lowest compared OMol25 entry of this formula, charge and spin): 68.5 kcal per mole
net charge: +1

XYZ file:
```
23
Properties=species:S:1:pos:R:3:forces:R:3
C 0.961655 2.160757 0.371099 -0.45 -0.22 0.09
C -1.774507 1.271321 2.675016 -0.21 0.27 -0.02
C -0.364816 -1.828933 -2.283528 -0.13 -0.18 -0.75
C 1.177738 -1.602202 -0.396183 0.77 -0.13 0.33
C -0.094041 1.262922 0.953292 0.43 0.18 -0.53
N -0.612781 1.587481 2.156617 -0.18 -0.63 0.08
N -0.224928 -1.586230 -0.839517 -0.32 0.24 0.33
O -1.052654 0.768268 0.031543 0.23 0.24 0.58
H 1.673350 2.446468 1.139639 0.15 0.06 0.05
H 1.505251 1.650010 -0.420516 0.10 -0.01 -0.01
H 0.534047 3.073150 -0.057344 0.00 0.15 -0.07
H 1.629939 -2.574881 -0.584114 -0.13 -0.01 -0.07
H -1.980503 1.491240 3.700918 0.12 0.17 0.24
H -2.514248 0.785603 2.070509 -0.01 -0.13 -0.17
H 0.094446 -1.010589 -2.837433 -0.01 -0.01 0.14
H 0.131607 -2.760246 -2.562744 -0.04 0.10 0.15
H -1.416850 -1.895195 -2.557187 0.04 0.05 0.11
H 1.738439 -0.845932 -0.940090 -0.11 0.03 -0.05
H 1.232716 -1.377680 0.666154 -0.11 0.04 -0.02
H 0.048555 2.049157 2.774675 -0.06 -0.02 -0.07
H -0.627068 -0.630178 -0.580637 0.02 -0.52 -0.10
H -0.752206 -2.292088 -0.317551 0.07 0.19 -0.09
H -1.620804 1.481737 -0.296753 -0.18 0.13 -0.12
```
Forces are in eV/Å.

Results of the Mulliken charge analysis, in e, for atoms 1 through 8: -1.056, -0.561, -0.848, -0.960, 0.313, -0.116, -0.027, -0.591


No. 4
Density functional theory data (ωB97M-V/def2-TZVPD) for 2 unconnected molecules or ions with the total composition C5H15N2O at a distorted geometry.

Output
HOMO-LUMO gap: 9.5 eV
strongest force on any atom: 1.5 eV/A
relative energy (zero: lowest compared OMol25 entry of this formula, charge and spin): 29.7 kcal per mole
net charge: +1

XYZ file:
```
23
Properties=species:S:1:pos:R:3:forces:R:3
C 1.080660 -0.961847 2.960552 0.48 0.78 -0.28
C 0.221339 -0.511963 1.776399 0.82 -1.15 -0.61
C 0.573722 -1.347608 0.509794 0.07 0.50 0.31
C -0.258211 -0.929205 -0.660396 0.58 0.60 0.83
C 0.250572 -0.335403 -1.721310 -0.57 -0.42 -0.51
N -0.696318 0.088830 -2.800537 -0.20 -0.70 -0.06
N 0.365375 0.889375 1.445496 -0.43 0.37 0.01
H 2.093688 -0.578194 2.788449 -0.04 0.02 0.13
H 0.684528 -0.453121 3.838413 0.17 -0.28 0.27
H 1.209139 -2.030157 3.123486 -0.51 -0.07 -0.03
H -0.802425 -0.710445 2.008275 -0.91 0.06 0.18
H 1.643153 -1.173715 0.363399 -0.01 -0.25 -0.42
H 0.394395 -2.404804 0.677233 0.12 -0.19 0.27
H -1.325592 -1.003913 -0.465800 -0.09 0.01 -0.41
H 1.296928 -0.296742 -1.974694 0.03 0.35 0.02
H -1.264403 0.936712 -2.591307 0.64 0.39 0.16
H -0.284150 0.173752 -3.726370 0.40 0.38 0.06
H -1.333679 -0.686992 -2.914413 -0.51 -0.26 -0.02
H 1.330586 1.148695 1.274385 0.05 -0.10 0.14
H 0.019309 1.463749 2.205178 0.11 0.07 -0.04
H -2.510836 2.789941 -2.121452 -0.01 0.20 -0.02
H -1.116546 3.263589 -1.693927 0.07 -0.03 0.04
O -1.571231 2.669476 -2.300863 -0.26 -0.25 -0.02
```
Forces are in eV/Å.

Results of the Mulliken charge analysis, in e, for atoms 1 through 8: -1.419, 0.166, -1.081, 0.084, -0.437, -0.207, -0.545, 0.346


No. 5
Density functional theory data (ωB97M-V/def2-TZVPD) for 2 unconnected molecules or ions with the total composition C5H15N2O at a distorted geometry.

Output
HOMO-LUMO gap: 10.6 eV
strongest force on any atom: 2.4 eV/A
relative energy (zero: lowest compared OMol25 entry of this formula, charge and spin): 26.4 kcal per mole
net charge: +1

XYZ file:
```
23
Properties=species:S:1:pos:R:3:forces:R:3
C -0.339158 -3.220334 0.196363 0.06 -2.38 0.55
C -0.094610 -2.102896 1.167133 0.75 0.92 1.03
C -0.756992 -0.757033 0.794193 -0.02 -0.77 1.06
C -0.484749 -0.394351 -0.652988 -0.10 0.58 0.53
N 1.179111 1.631614 -1.950821 -0.49 0.06 -0.42
C 1.612573 0.461699 -1.569757 0.76 -1.61 0.04
N 0.965692 -0.500271 -0.937742 -0.79 1.73 -0.38
H -1.423499 -3.396055 0.153298 0.20 0.33 -0.64
H 0.164265 -3.317019 -0.773914 -0.37 0.93 -0.03
H -0.018356 -4.189463 0.641009 0.02 0.62 0.11
H -0.368950 -2.470005 2.164492 -0.81 0.34 -0.25
H 0.932499 -1.847014 1.468727 0.45 -0.47 -0.90
H -1.810809 -0.829342 1.050359 -0.32 0.09 -0.65
H -0.398596 0.024338 1.477782 0.17 -0.06 -0.33
H -0.768720 0.640782 -0.803768 -0.05 0.25 0.12
H -1.092026 -0.922816 -1.388678 0.43 -0.55 0.10
H 0.241735 1.946978 -1.764958 -0.13 -0.07 0.09
H 1.675838 2.183295 -2.630801 0.37 -0.04 0.10
H 2.617646 0.134239 -1.836922 0.11 0.78 0.09
H 1.560609 -1.085616 -0.370289 -0.24 -0.65 -0.20
H -1.294443 4.703624 1.693346 -0.17 0.53 -0.23
H -2.427809 4.162890 2.629071 0.95 0.10 -0.42
O -1.499002 4.036360 2.339695 -0.77 -0.65 0.61
```
Forces are in eV/Å.

Results of the Mulliken charge analysis, in e, for atoms 1 through 8: -1.155, -0.671, -0.594, -0.603, -0.277, 0.159, 0.020, 0.298


No. 6
Density functional theory data (ωB97M-V/def2-TZVPD) for 2 unconnected molecules or ions with the total composition C5H15N2O at a distorted geometry.

Output
HOMO-LUMO gap: 9.6 eV
strongest force on any atom: 2.4 eV/A
relative energy (zero: lowest compared OMol25 entry of this formula, charge and spin): 47.6 kcal per mole
net charge: +1

XYZ file:
```
23
Properties=species:S:1:pos:R:3:forces:R:3
C -0.227858 1.497381 -0.565368 0.87 -2.14 0.51
C 0.183321 0.196649 -1.279058 0.53 -0.27 -0.81
C 0.861724 -0.897725 -0.432713 -0.33 -0.50 -0.24
C 1.362541 -1.978807 -1.014283 -0.15 -1.19 -0.05
C -0.321544 -0.835980 1.635512 0.32 0.71 0.83
N 0.990029 -0.636574 0.970983 -0.38 -0.09 -0.08
N 0.998014 1.981523 0.188454 0.42 0.41 -0.74
H -0.917987 1.105499 0.198038 -0.06 1.31 -0.57
H -0.647734 2.184044 -1.293151 0.12 0.46 0.52
H -0.699399 -0.070515 -1.858490 -0.33 -0.69 0.47
H 0.906010 0.237325 -2.110618 -0.12 1.15 0.23
H 1.936599 -2.742130 -0.489624 -0.21 0.34 0.37
H 1.111359 -2.347184 -2.012480 0.27 0.92 -0.05
H -0.762755 -1.822107 1.548762 0.36 -0.50 -0.17
H -1.065522 -0.170018 1.211730 0.05 -0.07 0.34
H -0.159574 -0.605555 2.698581 -0.34 -0.05 -0.28
H 1.654345 -1.250719 1.437002 0.06 0.02 -0.50
H 1.655026 2.436901 -0.455741 -0.26 0.29 0.35
H 0.826455 2.546755 1.025384 -0.11 0.17 -0.45
H 1.478659 1.117712 0.523115 -0.43 -0.24 0.43
H -2.967133 -0.309550 -0.623236 -0.43 -0.23 0.19
H -3.576271 -0.080339 0.812097 -0.17 -0.23 -0.28
O -2.957602 0.253019 0.156128 0.34 0.42 -0.02
```
Forces are in eV/Å.

Results of the Mulliken charge analysis, in e, for atoms 1 through 8: -0.645, -0.886, 0.704, -1.189, -0.806, -0.339, -0.203, 0.288